# 1
C2H4N4 | the ωB97M-V functional and the def2-TZVPD basis

The SMILES is Nc1cn[nH]n1. For the gap between HOMO and LUMO, the calculation gives 10.0 eV. As for the energy relative to the best compared isomer or geometry (same formula, charge and spin): 92.91 kJ/mol. The value obtained for the maximum force is 1.2 eV Å⁻¹. The highest occupied orbital energy is -8.9 eV. As for the total charge: 0. As for the spin multiplicity: 1.

Last column: Mulliken charge in e.
CARTESIAN COORDINATES (ANGSTROEM)
1 N 1.74128 -0.22271 0.18727  -0.53
2 C 0.35988 -0.13178 0.04232  0.51
3 C -0.34834 1.05915 0.18016  -0.19
4 N -1.65169 0.80077 0.07569  -0.62
5 N -1.66876 -0.50913 -0.11207  0.35
6 N -0.49031 -1.13075 -0.15191  -0.62
7 H 2.28316 0.35327 -0.44512  0.24
8 H 2.07768 -1.16728 0.13106  0.26
9 H 0.22580 1.97515 0.31306  0.36
10 H -2.52870 -1.02668 -0.22045  0.24

# 2
C10H20NO6 | the ωB97M-V functional and the def2-TZVPD basis

For the gap between HOMO and LUMO, the calculation gives 7.5 eV. As for the energy relative to the best compared isomer or geometry (same formula, charge and spin): 592.34 kJ/mol. The value obtained for the maximum force is 10.1 eV Å⁻¹. The highest occupied orbital energy is -12.0 eV. As for the total charge: +1. As for the spin multiplicity: 1.

Last column: Mulliken charge in e.
CARTESIAN COORDINATES (ANGSTROEM)
1 C -4.63713 1.11299 -0.95705  -0.99
2 C -3.11042 0.57461 -0.66920  -0.15
3 O -2.10574 1.64771 -0.61942  -0.37
4 C -1.15120 1.57833 -1.73546  -0.53
5 C 0.11002 0.55627 -1.51720  -0.71
6 C 0.29625 -0.00775 0.01256  0.74
7 C 0.57606 1.22033 1.10697  -0.47
8 C 1.31861 0.71986 2.47997  -0.34
9 O 1.36536 1.85487 3.44061  -0.35
10 C 0.07825 2.02828 4.13159  0.24
11 O -0.57134 1.08416 4.83437  -0.47
12 C 1.65552 -0.96519 -0.17057  -0.50
13 O 1.05773 -2.26246 -0.62437  -0.32
14 C -0.41514 -2.32464 -0.39948  0.47
15 O -1.29775 -3.22720 -0.83624  -0.50
16 O -0.61292 -1.11486 0.46024  -0.35
17 H -4.67743 1.50464 -2.06888  0.25
18 H -5.41919 0.25403 -0.73725  0.33
19 H -4.84260 1.97677 -0.16066  0.26
20 H -3.09781 0.06067 0.40826  0.21
21 H -2.76470 -0.28831 -1.41798  0.26
22 H -1.75653 1.18120 -2.67322  0.32
23 H -0.74400 2.66112 -2.02868  0.30
24 H 1.09425 1.18897 -1.75516  0.35
25 H 0.04153 -0.30638 -2.32060  0.28
26 H -0.48842 1.62662 1.42815  0.29
27 H 1.13241 2.07180 0.52507  0.25
28 H 2.42315 0.30881 2.29020  0.12
29 H 0.72615 -0.19017 2.94597  0.36
30 H -0.45443 3.08933 4.02896  0.34
31 H 2.22294 -1.30786 0.79339  0.40
32 H 2.32575 -0.43569 -0.97298  0.28
33 N 4.34453 -3.17420 -1.44440  -0.46
34 H 4.49502 -3.05908 -2.45347  0.39
35 H 3.33798 -3.14872 -1.24332  0.28
36 H 4.73147 -4.07564 -1.14132  0.41
37 H 4.81377 -2.41321 -0.93939  0.39